{"formula": "C16H29BN8O4PRuS4", "method": "wB97M-V/def2-TZVPD", "total_charge": -1, "relative_energy_ev": 1.326, "lumo_ev": 2.21, "homo_energy_ev": -3.6861, "energy_ha": -3420.21653, "homo_lumo_gap_ev": 5.90, "max_force_ha_per_bohr": 0.04298, "symbols": ["Ru", "C", "C", "O", "P", "S", "S", "O", "C", "C", "H", "H", "H", "H", "H", "H", "H", "H", "H", "H", "C", "N", "C", "C", "N", "B", "N", "C", "C", "N", "C", "C", "S", "C", "S", "H", "H", "H", "H", "H", "H", "H", "H", "H", "H", "H", "H", "N", "C", "N", "N", "C", "N", "H", "H", "H", "H", "C", "O", "C", "O", "H", "H", "H"], "xyz": [[0.011, -0.371, 1.227], [4.230, 4.338, -0.708], [2.793, 4.086, -0.287], [2.742, 2.985, 0.616], [2.157, 1.553, 0.162], [2.717, 0.298, 1.573], [0.259, 1.790, -0.448], [3.035, 1.353, -1.192], [2.657, 0.426, -2.212], [3.060, 1.012, -3.551], [4.286, 5.174, -1.409], [4.629, 3.441, -1.179], [4.834, 4.572, 0.170], [2.162, 3.888, -1.157], [2.384, 4.949, 0.245], [1.579, 0.258, -2.181], [3.150, -0.531, -2.023], [2.529, 1.951, -3.714], [2.809, 0.320, -4.356], [4.133, 1.209, -3.572], [1.389, -3.876, 2.264], [0.351, -4.087, 1.285], [-0.603, -5.078, 1.352], [-1.325, -5.001, 0.213], [-0.823, -3.973, -0.548], [-1.272, -3.660, -1.995], [-1.543, -2.138, -2.219], [-1.509, -1.609, -3.485], [-1.987, -0.347, -3.444], [-2.322, -0.105, -2.132], [-2.912, 1.098, -1.612], [-2.017, -1.200, -1.382], [-2.311, -1.284, 0.301], [0.182, -3.398, 0.130], [1.141, -2.081, -0.390], [0.945, -3.778, 3.251], [1.925, -2.962, 2.015], [2.084, -4.720, 2.254], [-0.679, -5.734, 2.201], [-2.158, -5.587, -0.131], [-0.392, -3.984, -2.757], [-2.308, -4.255, -2.188], [-1.143, -2.182, -4.318], [-2.124, 0.390, -4.215], [-3.197, 1.736, -2.448], [-2.192, 1.612, -0.980], [-3.785, 0.847, -1.009], [-2.404, 3.835, 0.581], [-3.401, 3.028, 1.064], [-4.679, 3.349, 0.678], [-3.221, 2.028, 1.846], [-2.057, 1.553, 2.171], [-1.037, 1.117, 2.505], [-2.556, 4.166, -0.360], [-1.474, 3.438, 0.707], [-4.859, 4.341, 0.637], [-5.363, 2.851, 1.230], [0.851, -0.782, 5.312], [0.907, -0.586, 3.900], [-0.013, -1.211, 3.124], [-0.801, -2.006, 3.608], [1.777, -1.260, 5.636], [-0.004, -1.406, 5.570], [0.764, 0.200, 5.775]]}

***

{"formula": "C16H29Cl2N2PSV", "method": "wB97M-V/def2-TZVPD", "total_charge": -1, "s2": 2.0260, "multiplicity": 3, "relative_energy_ev": 4.002, "lumo_ev": [2.17, 2.17], "homo_energy_ev": [-2.9493, -2.9560], "energy_ha": -3340.46285, "homo_lumo_gap_ev": [5.12, 5.13], "max_force_ha_per_bohr": 0.04825, "symbols": ["V", "Cl", "Cl", "H", "H", "P", "C", "C", "C", "C", "H", "C", "H", "H", "H", "H", "H", "H", "H", "C", "C", "H", "H", "H", "H", "H", "H", "C", "H", "C", "H", "H", "H", "H", "H", "H", "N", "C", "N", "C", "C", "C", "C", "C", "C", "S", "H", "H", "H", "H", "H", "H"], "xyz": [[-1.520, -0.758, 1.061], [0.637, -1.410, 1.714], [-2.743, 0.797, -0.098], [-0.789, 0.535, 1.424], [-0.982, -1.175, -0.380], [2.204, 1.271, -1.587], [2.661, -0.470, -2.039], [1.011, 2.282, -2.646], [2.786, 1.848, 0.050], [1.606, -1.615, -2.191], [3.335, -0.787, -1.218], [3.486, -0.183, -3.320], [2.817, 0.095, -4.157], [4.024, -1.109, -3.567], [4.217, 0.617, -3.110], [1.162, -1.916, -1.222], [2.085, -2.510, -2.623], [0.781, -1.333, -2.864], [2.985, 0.947, 0.670], [1.858, 2.741, 0.940], [4.140, 2.454, -0.411], [4.800, 1.633, -0.751], [4.604, 2.928, 0.461], [4.010, 3.189, -1.231], [0.775, 2.601, 0.743], [2.107, 3.810, 0.839], [2.017, 2.481, 1.998], [-0.074, 1.376, -3.299], [1.748, 2.693, -3.373], [0.244, 3.398, -1.875], [0.323, 0.463, -3.767], [-0.605, 1.943, -4.086], [-0.784, 1.102, -2.485], [-0.550, 2.903, -1.274], [-0.236, 4.087, -2.584], [0.896, 4.004, -1.227], [-3.087, 1.046, 3.534], [-3.352, -0.269, 3.573], [-2.846, -1.020, 2.598], [-3.212, -2.368, 2.681], [-2.658, -3.239, 1.760], [-3.046, -4.568, 1.846], [-3.998, -4.979, 2.817], [-4.532, -4.049, 3.745], [-4.099, -2.703, 3.688], [-4.422, -1.193, 4.642], [-3.270, 1.656, 4.330], [-2.428, 1.331, 2.809], [-1.929, -2.859, 1.022], [-2.598, -5.279, 1.146], [-4.293, -6.041, 2.816], [-5.270, -4.398, 4.479]]}

***

{"formula": "C16H29ClF5N3O4Si2Ti", "method": "wB97M-V/def2-TZVPD", "total_charge": -2, "s2": 2.0048, "multiplicity": 3, "lumo_ev": [4.77, 4.65], "homo_energy_ev": [0.3588, -1.0549], "energy_ha": -3480.26392, "homo_lumo_gap_ev": [4.41, 5.70], "max_force_ha_per_bohr": 0.03567, "symbols": ["Ti", "N", "C", "C", "N", "C", "C", "N", "H", "H", "H", "H", "H", "H", "H", "H", "H", "H", "H", "H", "H", "O", "Cl", "O", "O", "O", "C", "Si", "C", "C", "C", "C", "C", "C", "C", "Si", "C", "C", "H", "H", "H", "H", "H", "H", "H", "H", "H", "H", "H", "H", "H", "H", "H", "H", "F", "C", "F", "C", "F", "F", "F"], "xyz": [[0.674, 1.398, 0.441], [2.127, -2.342, -0.434], [2.987, -2.200, -1.598], [2.645, -1.074, -2.577], [2.645, 0.229, -1.942], [3.946, 0.713, -1.499], [4.049, 0.650, 0.030], [2.887, 1.269, 0.656], [2.089, -1.483, 0.106], [1.170, -2.513, -0.716], [2.967, -3.139, -2.160], [4.012, -2.058, -1.242], [1.640, -1.237, -2.973], [3.358, -1.137, -3.423], [2.167, 0.903, -2.521], [4.081, 1.754, -1.801], [4.752, 0.116, -1.953], [4.984, 1.125, 0.349], [4.092, -0.396, 0.342], [2.997, 2.273, 0.763], [2.829, 0.900, 1.620], [2.436, 0.493, 3.319], [1.284, 1.562, 3.476], [1.062, 1.835, 4.989], [-0.141, -0.217, 1.187], [0.614, 2.929, 1.011], [-0.903, -1.033, 3.893], [-1.337, -0.173, 2.286], [-1.950, 1.578, 2.643], [-2.843, -1.042, 1.515], [-3.905, -1.512, 2.296], [-5.024, -2.106, 1.737], [-5.102, -2.232, 0.358], [-4.065, -1.757, -0.433], [-2.927, -1.156, 0.117], [-1.566, -0.531, -1.060], [-1.091, -2.130, -2.010], [-2.492, 0.372, -2.460], [-1.774, -1.124, 4.554], [-0.135, -0.460, 4.420], [-0.513, -2.037, 3.701], [-3.039, 1.630, 2.745], [-1.642, 2.235, 1.826], [-1.493, 1.971, 3.555], [-3.856, -1.407, 3.377], [-5.836, -2.464, 2.360], [-5.969, -2.700, -0.095], [-4.141, -1.866, -1.511], [-2.001, -2.484, -2.513], [-0.760, -2.930, -1.340], [-0.329, -1.981, -2.779], [-3.325, -0.258, -2.802], [-1.833, 0.564, -3.308], [-2.901, 1.328, -2.129], [-1.100, 2.843, -1.311], [0.246, 2.409, -1.416], [0.269, 1.817, -2.719], [1.026, 3.743, -1.649], [1.127, 4.083, -2.981], [2.321, 3.644, -1.258], [0.507, 4.815, -1.059]]}

***

{"formula": "C16H29ClN4O5PPtS", "method": "wB97M-V/def2-TZVPD", "total_charge": 1, "relative_energy_ev": 0.079, "lumo_ev": -2.84, "homo_energy_ev": -12.1028, "energy_ha": -2540.99384, "homo_lumo_gap_ev": 9.27, "max_force_ha_per_bohr": 0.03190, "symbols": ["Pt", "O", "Cl", "O", "O", "O", "C", "N", "C", "C", "N", "C", "S", "H", "H", "H", "H", "H", "H", "H", "H", "N", "C", "O", "C", "C", "C", "C", "N", "C", "H", "H", "H", "H", "H", "H", "C", "C", "P", "C", "C", "C", "C", "H", "H", "H", "H", "H", "H", "H", "H", "H", "H", "H", "H", "H", "H", "H"], "xyz": [[-0.873, 0.552, 0.296], [-3.773, 1.515, -2.669], [-2.613, 1.246, -1.911], [-3.002, 1.107, -0.455], [-1.977, 0.004, -2.288], [-1.647, 2.312, -1.995], [2.743, -2.857, 1.459], [2.625, -1.995, 0.299], [3.304, -2.332, -0.961], [2.708, -1.325, -1.962], [1.876, -0.485, -1.094], [1.823, -0.958, 0.151], [0.834, -0.309, 1.425], [3.748, -2.800, 1.875], [2.535, -3.883, 1.153], [2.024, -2.552, 2.214], [3.072, -3.362, -1.224], [4.382, -2.217, -0.845], [2.101, -1.815, -2.722], [3.473, -0.725, -2.450], [1.219, 0.207, -1.422], [-0.754, -5.202, -3.001], [-0.220, -4.307, -2.150], [0.977, -4.073, -2.079], [-1.175, -3.571, -1.255], [-2.337, -4.088, -0.702], [-3.070, -3.295, 0.168], [-2.615, -2.023, 0.465], [-1.490, -1.531, -0.063], [-0.805, -2.285, -0.916], [-0.141, -5.697, -3.627], [-1.746, -5.291, -3.125], [-2.660, -5.098, -0.923], [-3.979, -3.657, 0.625], [-3.150, -1.376, 1.147], [0.085, -1.861, -1.353], [2.162, 4.255, 0.307], [1.542, 2.886, 0.025], [-0.062, 2.577, 0.832], [-1.078, 4.020, 0.399], [-2.447, 4.064, 1.079], [0.236, 2.732, 2.629], [-0.771, 2.012, 3.528], [3.179, 4.288, -0.082], [2.215, 4.465, 1.376], [1.603, 5.057, -0.172], [2.214, 2.088, 0.346], [1.366, 2.756, -1.047], [-1.183, 4.014, -0.685], [-0.490, 4.895, 0.683], [-3.009, 3.148, 0.910], [-3.029, 4.890, 0.674], [-2.352, 4.226, 2.153], [0.229, 3.803, 2.846], [1.246, 2.365, 2.821], [-1.767, 2.443, 3.442], [-0.458, 2.090, 4.569], [-0.850, 0.953, 3.282]]}

***

{"formula": "C16H29ClN5O9Rb", "method": "wB97M-V/def2-TZVPD", "total_charge": -2, "relative_energy_ev": 0.000, "lumo_ev": 3.96, "homo_energy_ev": -2.8368, "energy_ha": -2062.21723, "homo_lumo_gap_ev": 6.80, "max_force_ha_per_bohr": 0.00974, "symbols": ["Rb", "O", "C", "C", "N", "C", "C", "O", "O", "C", "C", "O", "O", "H", "H", "H", "H", "H", "H", "H", "H", "H", "N", "C", "C", "N", "C", "C", "N", "H", "H", "H", "H", "H", "H", "H", "H", "H", "H", "H", "H", "H", "O", "Cl", "O", "O", "O", "C", "C", "C", "C", "N", "C", "C", "H", "H", "H", "H", "H", "H", "H"], "xyz": [[-0.807, 0.382, -0.318], [0.322, -3.127, -0.400], [-0.661, -3.858, -1.105], [-1.440, -3.040, -2.130], [-2.128, -1.887, -1.592], [-3.123, -2.191, -0.579], [-2.600, -2.568, 0.837], [-3.325, -3.313, 1.509], [-1.500, -2.046, 1.202], [-2.630, -1.017, -2.646], [-1.597, -0.305, -3.575], [-2.130, 0.396, -4.464], [-0.379, -0.447, -3.336], [-0.195, -2.599, 0.259], [-1.348, -4.335, -0.396], [-0.146, -4.659, -1.646], [-2.154, -3.738, -2.621], [-0.748, -2.671, -2.887], [-3.820, -2.983, -0.901], [-3.728, -1.292, -0.423], [-3.190, -0.191, -2.191], [-3.353, -1.539, -3.298], [-0.984, 2.631, -2.517], [0.349, 3.009, -2.954], [1.335, 3.109, -1.786], [1.693, 1.802, -1.271], [2.725, 1.093, -2.000], [2.519, -0.417, -1.951], [2.479, -0.911, -0.578], [-1.523, 2.251, -3.289], [-1.485, 3.397, -2.082], [0.381, 3.967, -3.502], [0.688, 2.231, -3.642], [0.877, 3.691, -0.983], [2.226, 3.670, -2.128], [1.873, 1.798, -0.278], [3.741, 1.347, -1.640], [2.683, 1.407, -3.046], [3.306, -0.894, -2.558], [1.559, -0.632, -2.420], [3.401, -1.096, -0.205], [1.926, -1.761, -0.522], [-2.355, 4.606, 0.497], [-1.984, 3.421, 1.232], [-2.372, 3.573, 2.608], [-0.557, 3.223, 1.140], [-2.630, 2.268, 0.653], [2.103, -0.345, 6.448], [1.655, -0.070, 5.038], [1.716, 1.203, 4.488], [1.281, 1.400, 3.184], [0.815, 0.427, 2.411], [0.739, -0.795, 2.941], [1.148, -1.082, 4.236], [2.381, 0.576, 6.961], [2.966, -1.015, 6.458], [1.309, -0.829, 7.019], [2.078, 2.045, 5.067], [1.280, 2.392, 2.743], [0.295, -1.566, 2.324], [1.044, -2.095, 4.607]]}

***

{"formula": "C16H29CuFInSSi", "method": "wB97M-V/def2-TZVPD", "total_charge": 1, "s2": 0.7902, "multiplicity": 2, "relative_energy_ev": 6.140, "lumo_ev": [-4.97, -7.74], "homo_energy_ev": [-9.2494, -9.2493], "energy_ha": -3244.56465, "homo_lumo_gap_ev": [4.28, 1.51], "max_force_ha_per_bohr": 0.09212, "symbols": ["C", "Si", "C", "C", "C", "C", "C", "C", "C", "C", "C", "In", "F", "S", "C", "C", "C", "C", "C", "C", "H", "H", "H", "H", "H", "H", "H", "H", "H", "H", "H", "H", "H", "H", "H", "H", "H", "H", "H", "H", "H", "H", "H", "H", "H", "H", "H", "H", "H", "Cu"], "xyz": [[3.800, 2.570, 0.383], [3.278, 0.714, 0.645], [3.266, 0.443, 2.573], [1.572, 0.293, -0.115], [0.646, 1.611, -0.285], [-0.635, 1.396, -1.225], [-1.685, 0.294, -0.705], [-3.170, 0.957, -0.845], [-4.328, -0.128, -1.102], [-5.678, 0.416, -0.365], [-5.980, -0.451, 0.993], [-7.352, -2.242, 0.587], [-7.160, -3.521, 2.255], [-6.639, -3.394, -1.529], [4.718, -0.423, -0.003], [6.163, 0.266, -0.011], [7.452, -0.482, -0.453], [7.286, -1.954, -0.904], [5.851, -2.647, -0.904], [4.546, -1.893, -0.459], [2.850, 3.203, 0.558], [4.590, 2.802, 1.175], [4.195, 2.748, -0.687], [3.554, 1.416, 3.095], [4.091, -0.323, 2.846], [2.270, -0.002, 2.906], [1.622, -0.354, -1.065], [1.025, -0.365, 0.669], [0.368, 2.057, 0.747], [1.286, 2.435, -0.791], [-1.199, 2.408, -1.236], [-0.278, 1.233, -2.303], [-1.675, -0.561, -1.485], [-1.489, -0.100, 0.347], [-3.413, 1.603, 0.065], [-3.147, 1.636, -1.781], [-4.602, -0.218, -2.220], [-4.019, -1.162, -0.730], [-6.613, 0.299, -1.014], [-5.609, 1.516, -0.067], [-4.970, -0.879, 1.341], [-6.435, 0.210, 1.818], [-9.054, -1.726, 0.405], [-5.624, -4.256, -1.144], [6.280, 1.354, 0.350], [8.448, 0.080, -0.410], [8.242, -2.513, -1.199], [5.837, -3.750, -1.234], [3.526, -2.399, -0.432], [-6.011, 1.786, 2.944]]}

***

{"formula": "C16H29FO3", "method": "wB97M-V/def2-TZVPD", "lumo_ev": 0.72, "homo_energy_ev": -10.4825, "energy_ha": -952.32705, "homo_lumo_gap_ev": 11.21, "max_force_ha_per_bohr": 0.18676, "symbols": ["C", "C", "C", "F", "C", "O", "C", "O", "O", "C", "C", "C", "C", "C", "C", "C", "C", "C", "C", "C", "H", "H", "H", "H", "H", "H", "H", "H", "H", "H", "H", "H", "H", "H", "H", "H", "H", "H", "H", "H", "H", "H", "H", "H", "H", "H", "H", "H", "H"], "xyz": [[0.332, 4.169, -3.110], [0.141, 3.372, -1.691], [1.129, 2.030, -1.548], [1.414, 1.900, -0.101], [0.301, 0.787, -2.215], [0.814, 0.091, -3.404], [-0.303, -0.872, -3.686], [-0.631, -1.273, -4.920], [-0.941, -1.207, -2.369], [-0.103, -0.528, -1.325], [1.006, -1.693, -1.009], [2.337, -1.188, -0.196], [2.089, -0.817, 1.382], [3.313, 0.222, 1.820], [2.156, -2.097, 2.412], [-1.166, -0.063, -0.158], [-1.817, -1.314, 0.701], [-2.933, -0.660, 1.721], [-2.267, -0.414, 3.210], [-4.198, -1.741, 1.759], [-0.602, 4.862, -3.370], [1.275, 4.880, -2.970], [0.443, 3.429, -4.018], [0.453, 4.138, -0.830], [-1.005, 3.074, -1.578], [2.079, 2.280, -2.189], [-0.761, 1.165, -2.605], [1.397, -2.268, -1.973], [0.459, -2.534, -0.361], [3.095, -2.110, -0.202], [2.881, -0.342, -0.819], [1.025, -0.303, 1.558], [2.841, 0.955, 2.621], [3.619, 0.850, 0.857], [4.278, -0.329, 2.187], [3.275, -2.489, 2.413], [1.369, -2.937, 2.155], [1.983, -1.643, 3.502], [-0.704, 0.675, 0.647], [-2.010, 0.573, -0.708], [-0.922, -1.851, 1.243], [-2.259, -2.078, -0.071], [-3.250, 0.399, 1.296], [-2.955, -0.991, 3.986], [-2.208, 0.732, 3.479], [-1.153, -0.845, 3.196], [-4.315, -2.183, 0.658], [-3.837, -2.618, 2.483], [-5.161, -1.194, 2.142]]}

***

{"formula": "C16H29I2N2O4", "method": "wB97M-V/def2-TZVPD", "total_charge": 1, "lumo_ev": -5.19, "homo_energy_ev": -10.5709, "energy_ha": -1632.31824, "homo_lumo_gap_ev": 5.38, "max_force_ha_per_bohr": 0.13366, "symbols": ["C", "C", "O", "C", "C", "C", "C", "C", "N", "C", "I", "C", "C", "I", "N", "H", "H", "H", "H", "H", "H", "H", "H", "H", "H", "H", "H", "H", "H", "H", "C", "O", "C", "C", "O", "C", "C", "O", "C", "H", "H", "H", "H", "H", "H", "H", "H", "H", "H", "H", "H", "H", "H"], "xyz": [[-5.124, -1.662, -3.051], [-5.143, -3.083, -2.198], [-3.809, -3.501, -1.730], [-6.135, -2.833, -0.908], [-5.216, -2.540, 0.463], [-5.260, -3.696, 1.556], [-4.406, -3.375, 2.903], [-3.730, -1.919, 2.765], [-3.856, -1.088, 1.575], [-3.122, 0.273, 1.630], [-4.724, 1.768, 1.213], [-1.862, 0.371, 0.585], [-1.268, 1.922, 0.555], [-0.172, -0.875, 1.331], [-4.521, -1.260, 0.422], [-4.350, -1.780, -3.928], [-4.858, -0.722, -2.401], [-6.212, -1.492, -3.512], [-5.684, -3.896, -2.880], [-3.098, -3.052, -2.281], [-6.815, -3.800, -0.768], [-6.875, -1.913, -1.084], [-5.880, -4.672, 1.390], [-4.334, -4.070, 3.836], [-3.103, -1.526, 3.688], [-2.757, 0.478, 2.732], [-2.093, 0.019, -0.507], [-1.069, 2.212, 1.681], [-2.016, 2.699, 0.097], [-0.262, 2.014, -0.072], [3.223, -0.383, -0.859], [3.714, 0.947, -0.815], [3.154, 1.714, 0.250], [4.208, 2.638, 0.870], [5.204, 1.961, 1.649], [6.136, 1.144, 0.927], [7.110, 1.927, 0.042], [6.442, 2.436, -1.114], [6.913, 3.715, -1.504], [2.198, -0.391, -1.243], [3.863, -0.958, -1.532], [3.265, -0.855, 0.126], [2.740, 1.063, 1.035], [2.345, 2.316, -0.172], [3.694, 3.306, 1.571], [4.669, 3.283, 0.125], [5.621, 0.362, 0.374], [6.725, 0.630, 1.696], [7.902, 1.258, -0.309], [7.563, 2.734, 0.629], [6.950, 4.402, -0.650], [6.213, 4.126, -2.236], [7.901, 3.629, -1.962]]}